Entry from OMol25: a single C6H8N2 molecule in a non-equilibrium geometry (wB97M-V/def2-TZVPD).

Results
Calculated total energy (hartree): -342.84194
LUMO energy (eV): 0.53
SMILES: C=CC1=NC(=C)CN1
ΔE to the lowest compared entry with this formula, charge and spin (eV): 2.503

```
! wB97M-V def2-TZVPD RIJCOSX def2/J DEFGRID3
* xyz 0 1
H 0.02 -0.49 -3.93
H -1.43 -0.19 2.10
H -0.63 -2.05 -2.35
H 0.25 -0.57 2.52
C 0.22 -0.16 -2.85
N -0.22 -1.30 0.59
H 0.44 1.94 2.72
C -0.24 -1.06 -2.00
H 0.87 0.71 -2.40
C -0.41 -0.40 1.69
C 0.55 1.92 1.67
H 0.76 2.86 1.25
C 0.01 0.90 1.03
N 0.10 0.72 -0.31
C -0.20 -0.57 -0.57
H -0.10 -2.26 0.84
*
```

Entry from OMol25: a molecular structure, C46H41ClFeN4OP2S2 in a non-equilibrium geometry (wB97M-V/def2-TZVPD).

Results
Calculated total energy (hartree): -5274.83754
LUMO energy (spin up / spin down) (eV): 0.12 / -0.07
⟨S²⟩: 6.017
ΔE to the lowest compared entry with this formula, charge and spin (eV): 0.114

```
! wB97M-V def2-TZVPD RIJCOSX def2/J DEFGRID3
* xyz 0 5
C 1.80 -0.49 2.20
H 3.54 4.13 -2.07
H -1.36 4.17 -0.38
H 1.95 0.34 5.99
C -0.60 -0.80 -2.80
H 2.29 1.58 1.91
H 2.64 -0.59 -2.22
H -2.84 4.58 -4.30
C -3.28 0.86 -3.38
H -2.83 -4.58 2.35
P 1.70 -0.81 0.40
C -1.43 4.04 0.70
H -1.15 3.45 -2.92
C 2.25 2.81 -3.18
C 5.81 0.28 -1.41
N -3.50 -2.86 1.45
C 4.46 0.00 0.57
C -1.36 4.89 2.92
C 2.05 -5.42 0.21
H 0.02 -5.32 -0.55
C -3.29 -1.55 1.21
C -0.01 -1.61 -5.02
C 1.88 -2.63 0.34
Cl -4.41 2.69 -0.46
H 4.38 0.03 1.65
H -1.73 3.41 4.43
H -3.74 -3.41 0.64
C -2.16 1.55 -2.94
N -2.78 -0.86 2.22
H -2.97 1.06 4.81
H 1.28 -2.48 2.84
Fe -2.82 1.28 -0.07
C -1.79 2.59 2.44
C 2.69 3.46 -2.03
H 1.35 -1.94 5.24
H -4.36 -2.45 3.91
S -0.75 -2.64 -0.65
C 0.89 -4.78 -0.20
C 0.83 -3.39 -0.15
C 2.16 1.10 3.99
C 0.50 1.72 -1.93
H -4.83 3.34 -5.09
C -4.08 2.84 -4.49
C -3.02 -3.54 2.64
C 3.36 -0.33 -0.21
C 1.17 1.96 -3.14
H -5.11 0.95 -4.49
C 0.95 2.36 -0.79
C -0.49 -0.62 -4.18
H 4.03 -5.18 1.01
H -1.93 -0.29 4.35
P -1.02 0.69 -1.78
H -3.42 -0.18 -3.12
C 2.09 0.80 2.64
C 5.68 0.31 -0.03
H -3.52 -3.77 4.73
C 3.12 -4.68 0.68
C 3.03 -3.30 0.75
C 1.57 -1.17 4.51
H 0.84 1.48 -4.05
C 1.53 -1.47 3.16
N -2.51 0.42 1.91
C 3.50 -0.35 -1.60
H 0.41 -4.05 -2.75
C -2.04 0.79 4.29
S -3.73 -0.98 -0.37
C -0.27 -2.07 -2.31
C -2.12 1.20 2.85
O -1.60 -3.84 -0.92
H -0.80 0.32 -4.62
H 2.76 2.99 -4.13
C 0.36 -2.84 -4.50
C -2.01 2.89 -3.27
H -1.21 1.27 4.80
H 6.53 0.57 0.59
C 0.20 -3.07 -3.15
H -1.06 6.11 1.15
C 1.90 0.11 4.93
C 4.72 -0.06 -2.19
H 0.74 -3.62 -5.15
H 2.37 3.73 0.07
H 2.40 2.10 4.30
H 0.06 -1.42 -6.09
H 3.87 -2.72 1.13
C -1.63 3.61 3.37
H -1.24 5.71 3.62
H 2.11 -6.50 0.17
H -4.86 -4.13 3.64
C -1.26 5.12 1.55
H -2.07 -3.10 2.93
H 4.81 -0.08 -3.27
C 2.04 3.23 -0.83
C -4.24 1.50 -4.16
H 0.45 2.17 0.15
C -4.00 -3.48 3.80
N -1.67 2.81 1.13
C -2.97 3.53 -4.05
H 6.76 0.51 -1.87
*
```